# 1
Formula: CH6FN4
Source: the Open Molecules 2025 dataset
Level of theory: ωB97M-V/def2-TZVPD

Last columns: bonded neighbours and bond lengths (Å).
CARTESIAN COORDINATES (ANGSTROEM)
1 C -0.05 -0.10 -0.04  N3 1.350, N4 1.355, F6 1.282
2 N -2.49 -0.16 0.08  N3 1.440, H8 1.071, H12 0.986
3 N -1.24 0.54 -0.07  C1 1.350, N2 1.440, H7 1.159
4 N 1.17 0.49 0.01  C1 1.355, N5 1.404, H9 1.018
5 N 2.39 -0.18 0.15  N4 1.404, H10 1.056, H11 1.075
6 F 0.03 -1.37 -0.21  C1 1.282
7 H -1.26 1.67 0.19  N3 1.159
8 H -2.50 -0.96 0.79  N2 1.071
9 H 1.21 1.48 0.26  N4 1.018
10 H 3.21 0.26 -0.33  N5 1.056
11 H 2.28 -1.24 -0.01  N5 1.075
12 H -2.75 -0.44 -0.83  N2 0.986

The value obtained for the relative energy (zero: lowest compared OMol25 entry of this formula, charge and spin) is 0.00 kcal per mole. The net charge is +1. The calculation puts the LUMO energy at -3.678 eV. The HOMO-LUMO gap comes out at 10.22 eV.

***

# 2
Formula: C5H10O
Source: the Open Molecules 2025 dataset
Level of theory: ωB97M-V/def2-TZVPD

Last columns: bonded neighbours and bond lengths (Å).
CARTESIAN COORDINATES (ANGSTROEM)
1 C 2.43 0.22 -0.50  C2 1.521, H7 1.095, H8 1.095, H9 1.096
2 C 1.33 -0.25 0.44  C1 1.521, O3 1.398, H10 1.111, H11 1.104
3 O 0.18 0.53 0.32  C2 1.398, C4 1.770
4 C -1.37 -0.32 0.30  O3 1.770, C5 1.381, C6 1.404, H12 1.087
5 C -2.42 0.24 1.01  C4 1.381, H13 1.081, H14 1.085
6 C -1.41 0.05 -1.06  C4 1.404, H15 1.085, H16 1.086
7 H 3.33 -0.38 -0.37  C1 1.095
8 H 2.68 1.27 -0.30  C1 1.095
9 H 2.10 0.14 -1.54  C1 1.096
10 H 1.10 -1.32 0.23  C2 1.111
11 H 1.69 -0.22 1.48  C2 1.104
12 H -1.02 -1.31 0.55  C4 1.087
13 H -2.77 -0.22 1.93  C5 1.081
14 H -2.87 1.17 0.70  C5 1.085
15 H -1.17 -0.63 -1.86  C6 1.085
16 H -1.80 1.03 -1.33  C6 1.086

The value obtained for the relative energy (zero: lowest compared OMol25 entry of this formula, charge and spin) is 116.52 kcal per mole. The calculation puts the LUMO energy (spin up / spin down) at -0.107 / -0.626 eV. The HOMO-LUMO gap (spin up / spin down) comes out at 8.10 / 7.23 eV.

***

# 3
Formula: C5H11NO2
Source: the Open Molecules 2025 dataset
Level of theory: ωB97M-V/def2-TZVPD

Last columns: bonded neighbours and bond lengths (Å).
CARTESIAN COORDINATES (ANGSTROEM)
1 C 1.55 -0.31 -0.39  C2 1.523, N3 1.455, C4 1.539, H6 1.094
2 C 1.18 -1.72 0.03  C1 1.523, H10 1.089, H11 1.089, H12 1.091
3 N 1.96 -0.30 -1.79  C1 1.455, H7 1.014, H8 1.015
4 C 0.41 0.70 -0.18  C1 1.539, O5 1.220, H9 1.192
5 O 0.50 1.91 -0.29  C4 1.220
6 H 2.39 0.06 0.20  C1 1.094
7 H 2.16 0.64 -2.10  N3 1.014
8 H 1.22 -0.67 -2.38  N3 1.015
9 H -0.60 0.20 -0.58  C4 1.192
10 H 0.80 -1.75 1.05  C2 1.089
11 H 2.04 -2.37 -0.09  C2 1.089
12 H 0.37 -2.11 -0.59  C2 1.091
13 C -2.41 1.33 0.92  C14 1.490, H17 1.090, H18 1.089, H19 1.089
14 C -1.58 0.11 1.10  C13 1.490, O15 1.188, H16 1.327
15 O -1.84 -1.05 1.11  C14 1.188
16 H -0.33 0.47 1.32  C14 1.327
17 H -1.78 2.12 0.50  C13 1.090
18 H -3.25 1.11 0.27  C13 1.089
19 H -2.78 1.66 1.90  C13 1.089

The value obtained for the relative energy (zero: lowest compared OMol25 entry of this formula, charge and spin) is 74.87 kcal per mole. The calculation puts the LUMO energy at 0.401 eV. The HOMO-LUMO gap comes out at 9.62 eV.